[1]
This record from OMol25 describes a 2-piece molecular cluster, C3H12NO2 overall at a distorted geometry. The level of theory is wB97M-V/def2-TZVPD.

**E_tot**: -8883.86616 eV
**Energy above the lowest of the compared OMol25 structures with the same formula, charge and spin**: 23.24 kcal/mol
**E_LUMO**: -3.29 eV
**Kohn-Sham gap**: 11.608 eV
**Net charge**: +1
**Molecular weight**: 94.13 g mol⁻¹
**Spin multiplicity**: 1

Atoms and positions in Å:
C 0.34 0.11 0.57
C -0.90 0.82 1.08
C -0.59 2.04 1.87
O -1.63 1.04 -0.20
N 0.25 -0.65 -0.71
H 1.23 0.78 0.52
H 0.72 -0.57 1.36
H -1.63 0.13 1.52
H -0.31 1.64 2.87
H -1.44 2.64 2.19
H 0.25 2.68 1.66
H -1.66 1.96 -0.47
H -0.70 -0.56 -1.11
H 0.40 -1.66 -0.55
H 0.84 -0.29 -1.46
H 1.72 -3.52 -2.60
H 2.76 -2.39 -2.41
O 1.98 -2.81 -2.01

In elementary charge units, the Löwdin charges are:
1 C -0.114
2 C -0.361
3 C -0.040
4 O -0.078
5 N 0.193
6 H 0.147
7 H 0.146
8 H 0.158
9 H 0.107
10 H 0.104
11 H 0.090
12 H 0.106
13 H 0.161
14 H 0.155
15 H 0.168
16 H 0.053
17 H 0.057
18 O -0.053

---

[2]
This record from OMol25 describes a 2-piece molecular cluster, C4H11N2 overall. The level of theory is wB97M-V/def2-TZVPD.

**E_tot**: -7297.64834 eV
**Energy above the lowest of the compared OMol25 structures with the same formula, charge and spin**: 76.09 kcal/mol
**E_LUMO**: -6.90 eV
**Kohn-Sham gap**: 5.444 eV
**Net charge**: +1
**Molecular weight**: 87.15 g mol⁻¹
**Spin multiplicity**: 1

Atoms and positions in Å:
C 2.00 -0.97 2.07
C 1.10 -0.68 0.97
C 1.51 0.13 -0.07
C 0.90 0.40 -1.26
N 1.52 1.27 -2.14
N -4.83 0.14 0.03
H 2.02 -2.04 2.27
H 1.66 -0.45 2.97
H 0.08 -1.06 1.01
H -4.16 -0.61 -0.05
H 2.44 0.67 0.07
H -0.05 -0.05 -1.52
H 0.92 2.06 -2.40
H 1.87 0.80 -2.97
H -4.40 1.03 -0.22
H 3.01 -0.63 1.86
H -5.60 -0.01 -0.61

In elementary charge units, the Löwdin charges are:
1 C -0.030
2 C 0.030
3 C -0.050
4 C -0.054
5 N 0.076
6 N 0.005
7 H 0.119
8 H 0.131
9 H 0.147
10 H -0.012
11 H 0.135
12 H 0.145
13 H 0.123
14 H 0.128
15 H -0.003
16 H 0.099
17 H 0.010

---

[3]
This record from OMol25 describes C6H6N2OS as an isolated structure at a distorted geometry. The level of theory is wB97M-V/def2-TZVPD.

**E_tot**: -22177.44758 eV
**Energy above the lowest of the compared OMol25 structures with the same formula, charge and spin**: 93.67 kcal/mol
**E_LUMO**: 0.45 eV
**Kohn-Sham gap**: 8.800 eV
**Net charge**: 0
**Molecular weight**: 154.19 g mol⁻¹
**Spin multiplicity**: 1

Atoms and positions in Å:
C 1.69 1.35 -1.25
C 0.49 1.31 -0.67
C 2.10 -0.05 -1.48
C 0.05 -0.09 -0.62
C -1.29 -0.54 0.14
C -1.52 0.04 1.49
N -0.96 -2.09 0.41
N -0.22 -2.29 1.38
O 1.13 -0.82 -1.11
S -0.48 -0.99 2.44
H 2.33 2.20 -1.57
H -0.29 2.08 -0.43
H 2.94 -0.59 -2.02
H -2.12 -0.29 -0.43
H -1.33 0.99 1.79
H -2.51 -0.21 1.92

In elementary charge units, the Löwdin charges are:
1 C -0.087
2 C -0.074
3 C -0.118
4 C -0.144
5 C -0.254
6 C -0.467
7 N -0.061
8 N -0.282
9 O 0.001
10 S 0.866
11 H 0.111
12 H 0.129
13 H 0.146
14 H 0.105
15 H 0.041
16 H 0.088

---

[4]
This record from OMol25 describes C22H25IrNSSe2 as an isolated structure. The level of theory is wB97M-V/def2-TZVPD.

**E_tot**: -169058.12620 eV
**E_LUMO (alpha / beta)**: -5.44 / -8.86 eV
**Kohn-Sham gap (alpha / beta)**: 7.870 / 5.818 eV
**Net charge**: +2
**Molecular weight**: 685.65 g mol⁻¹
**Spin multiplicity**: 6

Atoms and positions in Å:
Ir -0.03 -0.60 -1.00
C -1.42 3.07 -2.94
Se 0.11 2.03 -2.31
C 0.76 1.46 -4.05
C 0.13 0.20 -4.64
Se 0.17 -1.35 -3.44
C -1.64 -2.03 -3.66
H -1.05 4.03 -3.27
H -2.10 3.19 -2.10
H -1.92 2.54 -3.75
H 1.83 1.35 -3.94
H 0.58 2.28 -4.75
H 0.71 -0.11 -5.51
H -0.91 0.32 -4.93
H -1.75 -2.39 -4.69
H -2.35 -1.23 -3.45
H -1.76 -2.86 -2.97
S 0.71 -2.89 -0.54
C 1.60 -3.32 0.84
C 2.72 -4.18 0.67
C 3.43 -4.59 1.77
C 3.01 -4.22 3.05
C 1.90 -3.40 3.23
C 1.20 -2.93 2.14
H 3.00 -4.49 -0.33
H 4.30 -5.22 1.64
H 3.55 -4.59 3.91
H 1.58 -3.14 4.23
H 0.34 -2.30 2.26
C -3.61 3.56 0.69
C -3.84 2.34 0.06
C -2.84 1.40 -0.02
C -1.59 1.66 0.58
C -1.37 2.88 1.25
C -2.38 3.83 1.28
N -0.61 0.70 0.51
C 0.27 0.55 1.58
C -0.22 0.43 2.89
C 0.68 0.28 3.93
C 2.05 0.26 3.68
C 2.53 0.38 2.38
C 1.65 0.51 1.33
H -4.39 4.30 0.74
H -4.81 2.14 -0.37
H -3.01 0.44 -0.48
H -0.41 3.07 1.70
H -2.20 4.78 1.77
H -1.28 0.45 3.07
H 0.32 0.18 4.94
H 2.75 0.16 4.50
H 3.60 0.40 2.19
H 2.01 0.68 0.32

In elementary charge units, the Löwdin charges are:
1 Ir 0.768
2 C -0.314
3 Se 0.940
4 C -0.531
5 C -0.482
6 Se 0.887
7 C -0.331
8 H 0.044
9 H 0.009
10 H 0.041
11 H 0.073
12 H 0.088
13 H 0.084
14 H 0.078
15 H 0.049
16 H 0.037
17 H 0.033
18 S 0.703
19 C -0.647
20 C -0.078
21 C -0.034
22 C -0.004
23 C -0.043
24 C -0.094
25 H 0.115
26 H 0.125
27 H 0.126
28 H 0.121
29 H 0.100
30 C -0.030
31 C -0.051
32 C -0.028
33 C -0.339
34 C 0.010
35 C -0.032
36 N -0.108
37 C -0.339
38 C -0.006
39 C -0.039
40 C -0.040
41 C -0.042
42 C -0.043
43 H 0.124
44 H 0.122
45 H 0.112
46 H 0.131
47 H 0.124
48 H 0.135
49 H 0.124
50 H 0.123
51 H 0.123
52 H 0.104

---

[5]
This record from OMol25 describes C23H32N6Pt as an isolated structure. The level of theory is wB97M-V/def2-TZVPD.

**E_tot**: -36517.85005 eV
**Energy above the lowest of the compared OMol25 structures with the same formula, charge and spin**: 0.00 kcal/mol
**E_LUMO**: -13.70 eV
**Kohn-Sham gap**: 8.227 eV
**Net charge**: +4
**Molecular weight**: 587.63 g mol⁻¹
**Spin multiplicity**: 1

Atoms and positions in Å:
Pt 0.06 -0.04 0.01
C -2.05 -1.82 1.18
C -2.08 -0.90 2.38
C -0.71 -0.65 2.95
C -0.47 -0.99 4.27
C 0.74 -0.68 4.88
C 1.67 0.03 4.13
C 1.39 0.31 2.81
N 0.24 -0.05 2.18
N -1.79 -1.03 -0.07
C -1.72 -1.96 -1.24
C -1.18 -1.16 -2.39
C -1.54 -1.36 -3.70
C -1.05 -0.51 -4.68
C -0.24 0.56 -4.30
C 0.08 0.71 -2.97
N -0.34 -0.15 -2.03
C -2.87 -0.01 -0.31
C -2.46 1.37 0.11
C -3.37 2.37 0.38
C -2.91 3.66 0.63
C -1.54 3.91 0.59
C -0.68 2.86 0.34
N -1.13 1.61 0.12
H -2.99 -2.37 1.05
H -1.25 -2.55 1.27
H -2.72 -1.31 3.16
H -2.51 0.07 2.13
H -1.26 -1.47 4.83
H 0.93 -0.96 5.90
H 2.60 0.37 4.55
H 2.13 0.90 2.28
H -2.70 -2.39 -1.44
H -1.07 -2.80 -0.97
H -2.21 -2.17 -3.95
H -1.32 -0.65 -5.72
H 0.13 1.27 -5.02
H 0.66 1.56 -2.64
H -3.79 -0.33 0.19
H -3.09 0.01 -1.38
H -4.43 2.15 0.37
H -3.61 4.46 0.84
H -1.14 4.90 0.76
H 0.39 3.03 0.29
N 1.94 0.90 0.09
C 2.80 1.17 -1.12
C 4.07 0.35 -0.97
C 3.81 -1.12 -0.56
C 2.56 -1.79 -1.14
N 1.31 -1.77 -0.26
H 1.84 1.74 0.65
H 2.50 0.26 0.65
H 3.00 2.23 -1.21
H 2.26 0.85 -2.00
H 4.74 0.80 -0.24
H 4.61 0.39 -1.92
H 3.81 -1.24 0.53
H 4.67 -1.71 -0.88
H 2.75 -2.85 -1.28
H 2.28 -1.38 -2.11
H 1.54 -2.19 0.65
H 0.70 -2.45 -0.70

In elementary charge units, the Löwdin charges are:
1 Pt 1.560
2 C -0.114
3 C -0.077
4 C -0.228
5 C 0.054
6 C 0.059
7 C 0.024
8 C -0.099
9 N -0.011
10 N -0.253
11 C -0.082
12 C -0.244
13 C 0.063
14 C 0.064
15 C 0.038
16 C -0.074
17 N -0.042
18 C -0.049
19 C -0.242
20 C 0.059
21 C 0.061
22 C 0.033
23 C -0.061
24 N -0.061
25 H 0.163
26 H 0.139
27 H 0.153
28 H 0.123
29 H 0.150
30 H 0.155
31 H 0.147
32 H 0.105
33 H 0.172
34 H 0.131
35 H 0.156
36 H 0.155
37 H 0.149
38 H 0.119
39 H 0.166
40 H 0.155
41 H 0.156
42 H 0.155
43 H 0.148
44 H 0.115
45 N -0.075
46 C -0.160
47 C -0.135
48 C -0.150
49 C -0.139
50 N -0.038
51 H 0.091
52 H 0.051
53 H 0.149
54 H 0.070
55 H 0.140
56 H 0.146
57 H 0.125
58 H 0.147
59 H 0.148
60 H 0.124
61 H 0.131
62 H 0.084

---

[6]
This record from OMol25 describes C26H34Br2F2GaN2O10 as an isolated structure at a distorted geometry. The level of theory is wB97M-V/def2-TZVPD.

**E_tot**: -248857.91962 eV
**E_LUMO**: 1.81 eV
**Kohn-Sham gap**: 7.639 eV
**Net charge**: -1
**Molecular weight**: 802.09 g mol⁻¹
**Spin multiplicity**: 1

Atoms and positions in Å:
C -2.67 -0.12 -3.04
C -1.54 1.06 -3.09
Br -2.55 2.79 -2.70
C -0.25 0.84 -2.09
Br 1.12 2.25 -2.64
Ga 0.70 -0.99 -2.30
C 2.03 -1.40 -0.72
C 1.37 -1.77 0.75
C 2.57 -2.12 1.87
C 4.10 -2.02 1.31
N 4.63 -1.63 -0.03
C 3.61 -1.32 -1.07
N -0.49 -2.50 -2.58
C 0.26 -3.59 -3.36
O -0.47 -4.36 -4.17
F 1.74 -3.75 -3.18
C -1.01 -3.08 -1.29
O -2.07 -2.63 -0.60
F -0.29 -4.30 -0.76
H -2.36 -1.03 -3.75
H -3.72 0.25 -3.44
H -2.79 -0.49 -1.93
H -1.19 1.17 -4.21
H -0.54 1.10 -0.98
H 1.59 -0.87 -3.66
H 0.22 -1.81 0.99
H 2.31 -2.43 2.98
H 4.93 -2.30 2.12
H 3.95 -1.03 -2.16
O 3.86 4.22 -1.53
C 3.69 5.02 -2.44
O 3.34 4.66 -3.71
C 3.33 5.82 -4.53
C 3.16 6.98 -3.59
C 3.87 6.50 -2.35
H 4.28 5.87 -5.08
H 2.51 5.76 -5.25
H 3.56 7.92 -3.98
H 2.10 7.13 -3.37
H 4.94 6.73 -2.37
H 3.41 6.90 -1.44
O 10.84 0.54 -1.75
C 9.92 -0.16 -1.35
O 9.19 0.11 -0.23
C 8.28 -0.96 0.01
C 8.11 -1.63 -1.33
C 9.46 -1.44 -1.97
H 8.71 -1.63 0.76
H 7.33 -0.56 0.38
H 7.81 -2.68 -1.25
H 7.34 -1.11 -1.92
H 10.16 -2.24 -1.70
H 9.38 -1.34 -3.06
O -3.69 0.12 0.75
C -4.61 -0.58 1.16
O -5.34 -0.31 2.28
C -6.25 -1.38 2.51
C -6.42 -2.05 1.17
C -5.07 -1.86 0.53
H -5.82 -2.05 3.26
H -7.20 -0.98 2.89
H -6.71 -3.10 1.26
H -7.18 -1.53 0.59
H -4.37 -2.66 0.80
H -5.15 -1.76 -0.55
O -8.45 -1.90 4.54
C -8.29 -1.24 5.55
O -9.29 -0.88 6.40
C -8.76 -0.03 7.41
C -7.28 -0.33 7.45
C -6.98 -0.68 6.01
H -8.96 1.01 7.14
H -9.24 -0.24 8.37
H -6.68 0.51 7.83
H -7.09 -1.20 8.09
H -6.74 0.21 5.42
H -6.18 -1.42 5.94

In elementary charge units, the Löwdin charges are:
1 C -0.192
2 C -0.776
3 Br 0.481
4 C -0.727
5 Br 0.532
6 Ga 0.306
7 C -0.165
8 C -0.042
9 C -0.065
10 C -0.162
11 N -0.050
12 C -0.116
13 N 0.009
14 C -0.255
15 O 0.010
16 F -0.034
17 C -0.263
18 O -0.017
19 F -0.037
20 H 0.087
21 H 0.068
22 H 0.068
23 H 0.091
24 H 0.068
25 H -0.013
26 H 0.083
27 H 0.073
28 H 0.085
29 H 0.096
30 O 0.088
31 C -0.475
32 O -0.005
33 C -0.172
34 C -0.175
35 C -0.091
36 H 0.126
37 H 0.129
38 H 0.116
39 H 0.124
40 H 0.133
41 H 0.130
42 O 0.086
43 C -0.465
44 O 0.027
45 C -0.175
46 C -0.175
47 C -0.095
48 H 0.126
49 H 0.116
50 H 0.120
51 H 0.122
52 H 0.132
53 H 0.129
54 O 0.100
55 C -0.455
56 O 0.021
57 C -0.188
58 C -0.162
59 C -0.093
60 H 0.127
61 H 0.105
62 H 0.121
63 H 0.123
64 H 0.127
65 H 0.133
66 O 0.091
67 C -0.450
68 O 0.030
69 C -0.173
70 C -0.169
71 C -0.088
72 H 0.129
73 H 0.127
74 H 0.122
75 H 0.124
76 H 0.142
77 H 0.134

---

Q: Which of these has the highest molecular weight?
A: C26H34Br2F2GaN2O10